The molecule C3H2S2 in a non-equilibrium geometry, computed with ωB97M-V/def2-TZVPD.

Output
- Relative energy (zero: lowest compared OMol25 entry of this formula, charge and spin): 187.1 kJ/mol
- Total charge: 0
- LUMO level: -0.96 eV
- DFT total energy: -24809.5410 eV
- HOMO energy: -9.13 eV

Each line ends with the natural charge from an NBO analysis.
Atoms and positions in Å:
C  0.79330  0.01615  0.01511  -0.451
C  -0.51322  0.09972  0.68401  -0.341
S  -1.25589  -1.42828  0.09350  0.283
C  -0.39580  -0.22518  -0.90543  -0.159
S  -1.38565  1.45752  0.02686  0.185
H  1.35018  0.93420  -0.12941  0.241
H  1.40708  -0.85414  0.21536  0.241

A structure of composition C2H11NO3 in a non-equilibrium geometry, computed with ωB97M-V/def2-TZVPD.

Output
- Relative energy (zero: lowest compared OMol25 entry of this formula, charge and spin): 359.6 kJ/mol
- Total charge: 0
- LUMO level: -0.55 eV
- DFT total energy: -9881.4729 eV
- HOMO energy: -8.99 eV

Each line ends with the natural charge from an NBO analysis.
Atoms and positions in Å:
C  -1.83577  0.08476  1.76334  -0.462
C  -0.55950  1.28234  0.85369  0.236
N  -0.60187  -0.04260  0.86150  -0.684
H  -2.02046  -0.91736  2.11188  0.258
H  -1.55622  0.61652  2.71127  0.178
H  -2.70956  0.66092  1.42262  0.203
H  0.20376  1.82717  1.42203  0.166
H  -1.22217  1.93685  0.28527  0.154
H  1.70006  -1.65485  -1.26545  0.493
H  1.15572  -1.06984  0.07828  0.499
O  1.94663  -1.18560  -0.46396  -0.965
H  1.77053  0.55666  -0.87260  0.494
H  2.67120  1.73555  -1.34255  0.469
O  1.75778  1.47531  -1.20463  -0.987
H  -1.01078  -0.88453  -0.47935  0.480
H  -1.91786  -1.64711  -1.51543  0.461
O  -1.00417  -1.39716  -1.35241  -0.993

The molecule C11H12IN in a non-equilibrium geometry, computed with ωB97M-V/def2-TZVPD.

Output
- Relative energy (zero: lowest compared OMol25 entry of this formula, charge and spin): 0.0 kJ/mol
- Total charge: 0
- LUMO level (alpha / beta): -0.68 / -0.68 eV
- DFT total energy: -21188.4417 eV
- HOMO energy (alpha / beta): -7.78 / -7.78 eV

Each line ends with the natural charge from an NBO analysis.
Atoms and positions in Å:
C  -0.41492  -2.51854  0.80915  -0.448
N  -0.39453  -1.03521  0.64313  -0.395
C  0.66329  -0.37379  0.30352  0.198
C  1.97506  -0.92655  0.17689  -0.256
C  3.10561  -0.23497  0.02572  -0.171
C  2.95832  1.22359  -0.16141  -0.226
C  1.74190  1.83633  0.07918  -0.168
C  0.53811  1.10144  0.26408  -0.159
C  -0.57774  1.75947  0.50844  -0.082
C  -1.94531  1.12747  0.62248  -0.285
C  -2.55214  0.42470  -0.31922  -0.032
C  -1.96819  0.09986  -1.63874  -0.687
I  -4.56050  -0.11999  0.01190  0.110
H  0.56306  -3.19017  0.70212  0.172
H  -0.79510  -2.77028  1.88335  0.212
H  -1.18663  -2.83900  0.15304  0.211
H  2.08815  -2.00682  0.38073  0.216
H  4.16176  -0.74084  -0.00851  0.227
H  3.79688  1.88730  -0.36642  0.216
H  1.62847  2.80808  -0.38544  0.212
H  -0.58878  2.89274  0.66290  0.215
H  -2.32981  1.48201  1.52308  0.221
H  -1.04513  0.57050  -1.60214  0.235
H  -2.77095  0.47781  -2.39302  0.229
H  -2.09088  -0.93514  -1.87479  0.235

A cluster of 2 separate species, C8H8 in total in a non-equilibrium geometry, computed with ωB97M-V/def2-TZVPD.

Output
- Relative energy (zero: lowest compared OMol25 entry of this formula, charge and spin): 311.3 kJ/mol
- Total charge: 0
- LUMO level: 0.98 eV
- DFT total energy: -8421.7943 eV
- HOMO energy: -8.54 eV

Each line ends with the natural charge from an NBO analysis.
Atoms and positions in Å:
C  1.13856  0.13964  0.43353  -0.214
C  0.39718  0.70747  -0.59232  -0.189
C  -0.95028  1.01502  -0.40764  -0.269
C  -1.55039  0.73887  0.81780  -0.206
C  -0.81028  0.15847  1.84837  -0.232
C  0.53791  -0.13282  1.66279  -0.203
H  2.18825  -0.07871  0.27756  0.220
H  0.88436  0.93566  -1.53399  0.236
H  -1.52479  1.46074  -1.20816  0.222
H  -2.60321  0.96786  0.97565  0.217
H  -1.28440  -0.05883  2.79871  0.216
H  1.11863  -0.57659  2.46952  0.217
C  1.06561  -1.49470  -2.21636  -0.257
C  0.13836  -1.27000  -1.49539  -0.222
H  1.79787  -1.65224  -2.96401  0.230
H  -0.54338  -0.85985  -0.86605  0.234

The molecule C16H18N2O3S, computed with ωB97M-V/def2-TZVPD.

Output
- Relative energy (zero: lowest compared OMol25 entry of this formula, charge and spin): 73.7 kJ/mol
- Total charge: 0
- LUMO level: 0.64 eV
- DFT total energy: -36842.8955 eV
- HOMO energy: -8.82 eV

Each line ends with the natural charge from an NBO analysis.
Atoms and positions in Å:
C  0.51866  -4.80984  -2.83430  -0.640
C  1.06198  -3.40361  -2.60448  -0.061
O  0.47241  -2.76608  -1.48789  -0.537
C  0.79771  -3.16889  -0.22048  0.376
C  1.85034  -4.01534  0.10281  -0.321
C  2.11231  -4.32541  1.42728  -0.188
C  1.33415  -3.79869  2.43962  -0.237
C  0.28318  -2.95447  2.12061  -0.173
C  -0.00120  -2.63785  0.80460  -0.102
C  -1.14323  -1.72060  0.45007  -0.245
N  -0.66975  -0.50349  -0.17834  -0.602
C  -0.67382  0.68700  0.44058  0.674
O  -1.16572  0.89204  1.53225  -0.643
C  -0.00277  1.80467  -0.35722  -0.318
N  -0.26015  3.06053  0.29438  -0.605
C  -0.49473  4.19019  -0.41271  0.645
O  -0.35160  4.25009  -1.62213  -0.625
C  -0.89613  5.36213  0.37951  -0.320
C  -1.16004  6.60576  -0.12623  -0.184
C  -1.52399  7.53839  0.86302  -0.265
C  -1.53293  6.99576  2.10971  -0.392
S  -1.09858  5.33674  2.10259  0.440
H  0.74171  -5.45506  -1.98802  0.216
H  -0.56031  -4.77269  -2.96258  0.216
H  0.96614  -5.23291  -3.72927  0.218
H  2.15478  -3.41570  -2.51248  0.172
H  0.79818  -2.76090  -3.44944  0.195
H  2.48033  -4.43648  -0.66472  0.216
H  2.93555  -4.98413  1.66038  0.215
H  1.54243  -4.04057  3.47017  0.216
H  -0.32987  -2.53368  2.90329  0.217
H  -1.68845  -1.42502  1.34785  0.241
H  -1.82223  -2.22723  -0.24423  0.209
H  -0.18702  -0.62384  -1.05517  0.410
H  -0.38477  1.85280  -1.38216  0.242
H  1.07716  1.60709  -0.40095  0.212
H  -0.55297  2.97109  1.26074  0.421
H  -1.08894  6.82190  -1.17659  0.242
H  -1.76813  8.56533  0.65860  0.227
H  -1.76968  7.47094  3.04131  0.237

A structure of composition C16H33ClP2Re in a non-equilibrium geometry, computed with ωB97M-V/def2-TZVPD.

Output
- Relative energy (zero: lowest compared OMol25 entry of this formula, charge and spin): 655.1 kJ/mol
- Total charge: +2
- LUMO level (alpha / beta): -10.03 / -10.00 eV
- DFT total energy: -50330.7703 eV
- Multiplicity: 4
- Expectation value of S²: 3.77
- HOMO energy (alpha / beta): -14.14 / -15.56 eV

Each line ends with the Löwdin spin population.
Atoms and positions in Å:
P  0.58363  -2.95246  2.12703  0.553
P  1.45470  3.40806  1.87947  -0.006
C  2.19644  1.10914  0.60161  0.015
C  2.33579  2.53926  0.41010  0.000
H  2.37139  0.42834  -0.23499  0.001
H  2.29112  0.70327  1.60883  0.001
H  3.38611  2.87170  0.50617  0.001
H  1.90419  2.89108  -0.54618  0.001
C  -0.11697  3.82713  1.02395  0.000
H  -0.50603  4.73700  1.49665  0.000
H  -0.86135  3.03357  1.15083  0.001
H  0.03281  4.01698  -0.04555  0.000
C  2.27691  5.03431  1.71416  0.000
H  2.21038  5.40181  0.68086  0.000
H  3.32136  4.90038  2.02337  0.000
H  1.76077  5.69846  2.42004  0.000
C  0.25000  -4.37188  1.00668  0.084
H  0.38489  -5.25829  1.65190  0.025
H  0.93126  -4.43125  0.14438  0.001
H  -0.79629  -4.35151  0.66840  0.009
C  2.27203  -2.60085  1.49588  0.084
H  2.53077  -1.55561  1.71392  0.003
H  2.39138  -2.80550  0.42005  0.005
H  2.93480  -3.24880  2.09887  0.024
Re  -0.93858  -0.86383  -0.00031  1.026
C  -0.66327  0.76599  -0.98613  0.089
C  -2.08719  0.38119  -0.89659  0.079
C  -2.78369  -0.21060  -2.11550  0.036
C  -2.21070  -1.60337  -2.47830  0.060
C  -1.23004  -2.16857  -1.45293  0.223
C  0.16001  -1.71961  -1.40576  0.054
C  0.66588  -0.77315  -2.49577  0.027
C  0.08723  0.63858  -2.31485  0.030
C  -2.53545  -1.85532  0.95405  0.108
H  -0.35750  1.64602  -0.40998  0.007
H  -2.70199  1.06627  -0.30837  0.020
H  -2.72686  0.48211  -2.97113  0.003
H  -3.84784  -0.32393  -1.85678  0.001
H  -3.05178  -2.30785  -2.50948  0.002
H  -1.74635  -1.58318  -3.47271  0.013
H  -1.38320  -3.22446  -1.19860  0.021
H  0.88105  -2.47760  -1.09940  0.006
H  0.37551  -1.16943  -3.47669  0.004
H  1.76622  -0.72879  -2.46037  0.001
H  0.91786  1.35502  -2.29964  0.000
H  -0.54951  0.94269  -3.16226  0.005
H  -2.28396  -2.11772  1.98612  0.006
H  -2.80591  -2.78952  0.44695  0.024
H  -3.39918  -1.17495  0.93174  0.011
Cl  -2.04996  1.02398  2.32636  0.123
C  -0.65631  -0.00638  1.98305  0.202
H  0.25364  0.60472  2.01023  0.006
H  -0.63819  -0.83265  2.71660  0.011

A cluster of 2 separate species, C8H12N2O in total in a non-equilibrium geometry, computed with ωB97M-V/def2-TZVPD.

Output
- Relative energy (zero: lowest compared OMol25 entry of this formula, charge and spin): 291.7 kJ/mol
- Total charge: 0
- LUMO level: 0.29 eV
- DFT total energy: -13515.3911 eV
- HOMO energy: -9.46 eV

Each line ends with the natural charge from an NBO analysis.
Atoms and positions in Å:
C  -0.37373  -2.66632  3.77269  -0.385
N  0.74497  -1.90380  2.89171  -0.640
C  1.98553  -1.66428  3.48386  0.625
C  3.00123  -0.71239  3.03064  -0.688
O  2.24562  -2.14860  4.66248  -0.660
H  -0.00135  -2.91572  4.66034  0.231
H  -1.28220  -2.05592  3.71602  0.205
H  -0.50774  -3.74531  3.42489  0.202
H  0.44181  -1.21269  2.09765  0.400
H  2.55674  -0.00047  2.22672  0.205
H  3.74681  -1.28482  2.19758  0.243
H  3.47874  -0.18086  3.84879  0.263
C  -1.89837  2.39399  -2.66171  -0.143
C  -0.97364  1.34674  -2.53327  -0.285
C  -0.60802  0.80023  -3.66382  0.007
N  -0.85431  1.18292  -4.95726  -0.403
C  -1.76271  2.13157  -4.99444  0.045
C  -2.13070  2.91607  -3.92845  -0.275
H  -2.23445  2.82979  -1.76582  0.212
H  -0.69935  0.90695  -1.49281  0.229
H  0.03721  -0.15299  -3.85874  0.204
H  -2.03931  2.44862  -5.97606  0.184
H  -2.87279  3.68728  -4.18099  0.223

A cluster of 2 separate species, C3H3OS2 in total in a non-equilibrium geometry, computed with ωB97M-V/def2-TZVPD.

Output
- Relative energy (zero: lowest compared OMol25 entry of this formula, charge and spin): 100.9 kJ/mol
- Total charge: -1
- LUMO level: 2.92 eV
- DFT total energy: -26877.9637 eV
- HOMO energy: -2.43 eV

Each line ends with the natural charge from an NBO analysis.
Atoms and positions in Å:
C  -2.07113  1.31319  -0.05262  -0.564
C  -1.04686  0.50699  0.21705  -0.317
C  2.93423  -1.66523  0.02828  0.466
O  2.96834  -1.21733  1.10815  -0.468
S  3.23418  -2.18628  -1.39956  -0.014
S  -0.72741  -1.04899  -0.57371  -0.606
H  -2.25131  2.13191  0.66383  0.162
H  -2.65396  1.31345  -1.06860  0.180
H  -0.38608  0.85229  1.07719  0.160